Record 1
{"formula": "C5H11NO", "method": "ωB97M-V with the def2-TZVPD basis set", "largest_force_ev_per_a": 3.90, "e_above_lowest_kcal_mol": 88.3, "orbital_gap_ev": 9.80, "e_lumo_ev": 1.10, "molar_mass_g_mol": 101.149, "smiles": "C[C@H]1CN1CCO", "energy_ev": -8897.8685, "symbols": ["C", "C", "C", "N", "C", "C", "O", "H", "H", "H", "H", "H", "H", "H", "H", "H", "H", "H"], "coordinates": [[-1.680, 0.030, -1.615], [-0.975, 0.728, -0.475], [-1.481, 0.681, 0.921], [-0.372, -0.155, 0.512], [0.957, 0.082, 1.062], [2.053, -0.252, 0.103], [2.309, -1.735, 0.544], [-0.952, -0.319, -2.357], [-2.398, 0.685, -2.122], [-2.216, -0.847, -1.236], [-0.416, 1.628, -0.742], [-2.412, 0.169, 1.161], [-1.265, 1.545, 1.553], [1.059, 1.007, 1.669], [1.376, -0.954, 1.513], [1.824, -0.289, -0.960], [2.988, 0.276, 0.317], [1.602, -2.279, 0.150]], "mulliken_charge": [-1.348, 0.268, -0.557, -0.207, -0.555, -0.329, -0.597, 0.271, 0.344, 0.324, 0.379, 0.227, 0.276, 0.345, 0.338, 0.252, 0.247, 0.324]}

---

Record 2
{"formula": "C5H11NO", "method": "ωB97M-V with the def2-TZVPD basis set", "largest_force_ev_per_a": 0.25, "e_above_lowest_kcal_mol": 54.6, "orbital_gap_ev": 9.94, "e_lumo_ev": 1.00, "molar_mass_g_mol": 101.149, "smiles": "C=CN1C[C@@H]1C.O", "energy_ev": -8899.3285, "symbols": ["C", "C", "N", "C", "C", "C", "H", "H", "H", "H", "H", "H", "H", "H", "H", "O", "H", "H"], "coordinates": [[1.916, 1.040, 0.091], [1.156, 0.326, 0.920], [-0.033, -0.321, 0.522], [-1.197, -0.234, 1.387], [-1.164, 0.489, 0.089], [-1.941, 0.033, -1.116], [1.634, 1.177, -0.950], [2.851, 1.476, 0.425], [1.451, 0.142, 1.953], [-1.777, -1.150, 1.485], [-1.103, 0.353, 2.301], [-0.999, 1.565, 0.163], [-1.413, 0.296, -2.039], [-2.927, 0.509, -1.138], [-2.080, -1.053, -1.098], [2.006, -1.754, -1.326], [2.520, -1.296, -0.650], [1.102, -1.599, -1.019]], "mulliken_charge": [-0.669, -0.226, -0.152, -0.564, 0.223, -1.459, 0.285, 0.286, 0.283, 0.246, 0.301, 0.405, 0.286, 0.381, 0.330, -0.679, 0.337, 0.385]}